(1)
Computed, not measured: a structure of composition C15H31NO2P2Pb, with ωB97M-V with the def2-TZVPD basis set.

Calculated values
HOMO energy (spin up / spin down)	-12.9055 / -12.9054	eV
calculated total energy	-1670.00631	a.u.
energy above the lowest of the compared OMol25 structures with the same formula, charge and spin	3.439	eV
lowest unoccupied orbital energy (spin up / spin down)	-8.646 / -7.993	eV
charge	+2

```
52
Properties=species:S:1:pos:R:3:lowdin_charge:R:1
P 1.231 -0.513 -2.205 0.96
P -2.169 -0.304 -1.258 0.97
C -0.185 -0.980 -3.274 -0.34
C -1.509 -0.268 -2.989 -0.31
H -0.284 -2.072 -3.238 0.10
H 0.161 -0.729 -4.281 0.11
H -1.495 0.775 -3.330 0.10
H -2.287 -0.762 -3.582 0.11
C -2.840 -1.983 -1.208 -0.18
H -3.314 -2.199 -0.244 0.07
H -2.048 -2.719 -1.391 0.07
H -3.600 -2.043 -1.992 0.07
C -3.585 0.811 -1.367 -0.17
H -4.374 0.326 -1.966 0.08
H -3.286 1.748 -1.869 0.08
H -3.974 1.051 -0.369 0.07
C 2.552 -1.598 -2.815 -0.19
H 3.459 -1.470 -2.212 0.06
H 2.753 -1.323 -3.861 0.07
H 2.225 -2.648 -2.764 0.07
C 1.611 1.139 -2.854 -0.20
H 0.740 1.805 -2.792 0.06
H 1.887 0.981 -3.902 0.07
H 2.447 1.582 -2.303 0.07
Pb 1.044 -0.951 5.028 1.22
C -1.574 0.917 1.199 -0.08
C -1.457 -0.413 0.731 -0.26
C -0.240 -1.276 0.429 -0.23
C 1.147 -1.081 1.081 -0.12
C 1.933 -0.187 0.168 -0.14
C 1.703 1.153 0.309 -0.05
C 0.389 1.659 -0.128 -0.20
C -0.593 1.981 1.023 -0.14
C 2.573 0.623 4.901 -0.38
H -2.374 1.109 1.917 0.14
H -2.324 -1.045 1.063 0.13
H -0.052 -1.183 -0.686 0.00
H -0.527 -2.341 0.458 0.13
H 1.028 -0.707 2.122 0.07
H 1.638 -2.054 1.136 0.13
H 2.847 -0.651 -0.270 0.12
H 2.433 1.882 0.671 0.16
H -0.137 0.913 -0.759 0.03
H 0.510 2.560 -0.750 0.14
H -0.013 2.263 1.913 0.15
H -1.166 2.870 0.738 0.14
H 2.135 1.492 5.411 -0.01
H 2.711 0.847 3.832 -0.04
H 3.526 0.370 5.374 0.00
O 0.478 1.469 7.945 0.01
N 0.612 0.660 7.044 -0.35
O -0.366 0.513 6.168 -0.38
```

***

(2)
Computed, not measured: a structure of composition C15H32CeNO2P2, with ωB97M-V with the def2-TZVPD basis set.

Calculated values
HOMO energy (spin up / spin down)	-18.6380 / -18.6382	eV
calculated total energy	-1952.59876	a.u.
energy above the lowest of the compared OMol25 structures with the same formula, charge and spin	2.814	eV
lowest unoccupied orbital energy (spin up / spin down)	-14.957 / -14.955	eV
charge	+3

```
53
Properties=species:S:1:pos:R:3:lowdin_charge:R:1
Ce 0.013 -0.435 0.982 0.93
P 1.812 1.779 0.710 0.87
C 0.570 2.823 -0.263 -0.22
C -0.266 2.131 -1.329 -0.28
N -0.716 0.862 -1.148 0.02
C -1.581 0.316 -2.038 -0.27
C -2.016 1.030 -3.148 0.03
C -1.582 2.340 -3.335 0.04
C -0.694 2.883 -2.416 0.03
C -2.095 -1.122 -1.869 -0.25
P -2.150 -1.842 -0.177 0.84
H -0.344 3.915 -2.495 0.15
H -2.716 0.534 -3.824 0.14
H -1.956 2.927 -4.171 0.15
H -3.120 -1.201 -2.273 0.12
H -1.460 -1.789 -2.476 0.11
H -0.111 3.268 0.475 0.06
H 1.110 3.667 -0.718 0.12
H -1.555 2.564 1.880 0.01
O -1.364 3.526 1.944 -0.05
H -2.026 3.953 1.384 0.08
H 0.436 -1.031 2.679 0.02
O -1.563 0.505 2.036 -0.36
H -2.162 0.642 2.788 0.09
C -3.767 -1.195 0.392 -0.21
H -4.568 -1.615 -0.231 0.08
H -3.921 -1.496 1.435 0.07
H -3.787 -0.098 0.358 0.07
C -2.549 -3.587 -0.473 -0.20
H -2.601 -4.090 0.505 0.08
H -3.518 -3.669 -0.988 0.08
H -1.747 -4.042 -1.073 0.06
C 3.391 2.062 -0.167 -0.21
H 3.687 3.117 -0.070 0.08
H 4.167 1.414 0.284 0.07
H 3.279 1.795 -1.228 0.07
C 2.035 2.870 2.149 -0.20
H 2.675 2.356 2.881 0.08
H 2.510 3.812 1.856 0.09
H 1.073 3.084 2.623 0.05
C 3.225 -1.920 1.483 -0.03
C 2.400 -2.605 0.380 -0.40
C 1.460 -3.681 0.941 -0.03
C 1.633 -1.586 -0.449 -0.01
H 2.595 -1.309 2.156 0.06
H 3.996 -1.263 1.052 0.11
H 3.716 -2.687 2.097 0.12
H 3.128 -3.129 -0.260 0.22
H 0.659 -3.246 1.564 0.07
H 0.991 -4.255 0.129 0.11
H 2.037 -4.369 1.572 0.12
H 2.312 -0.843 -0.887 0.10
H 1.028 -2.069 -1.228 0.13
```

***

(3)
Computed, not measured: a structure of composition C15H32CuNO9, with ωB97M-V with the def2-TZVPD basis set.

Calculated values
HOMO energy (spin up / spin down)	-12.6210 / -12.5644	eV
calculated total energy	-2962.72511	a.u.
spin multiplicity	2
energy above the lowest of the compared OMol25 structures with the same formula, charge and spin	0.590	eV
<S²>	0.75
lowest unoccupied orbital energy (spin up / spin down)	-3.414 / -4.537	eV
charge	+1

```
58
Properties=species:S:1:pos:R:3:mulliken_spin:R:1
Cu -0.716 0.898 0.203 0.00
C -2.527 2.790 -3.617 0.01
C -1.846 2.156 -2.375 -0.01
O -1.973 2.888 -1.211 0.88
H -3.508 2.321 -3.677 0.00
H -2.020 2.550 -4.552 0.00
H -2.684 3.868 -3.644 0.00
H -0.773 2.108 -2.559 0.08
H -2.231 1.148 -2.225 0.04
C 0.344 0.766 4.359 0.00
N 1.076 0.667 3.068 0.00
O 2.208 0.175 2.961 0.00
O 0.408 1.124 2.108 0.00
H -0.675 0.380 4.378 0.00
H 0.400 1.828 4.597 0.00
H 0.889 0.248 5.149 0.00
O 0.174 -1.230 0.043 0.00
C 1.012 -2.098 0.248 0.00
O 1.697 -2.743 -0.693 0.00
C 1.245 -2.750 -1.996 0.00
C 1.875 -1.653 -2.825 0.00
C 1.326 -2.612 1.611 0.00
H 0.155 -2.739 -2.038 0.00
H 1.515 -3.752 -2.329 0.00
H 1.633 -1.697 -3.887 0.00
H 2.945 -1.844 -2.901 0.00
H 1.637 -0.626 -2.546 0.00
H 0.357 -2.915 2.008 0.00
H 1.916 -1.896 2.182 0.00
H 1.884 -3.548 1.597 0.00
O -2.251 -0.952 1.324 0.00
C -3.162 -1.663 0.878 0.00
O -3.523 -2.833 1.366 0.00
C -2.598 -3.663 2.038 0.00
C -2.222 -3.120 3.380 0.00
C -4.090 -1.182 -0.207 0.00
H -1.804 -3.951 1.348 0.00
H -3.153 -4.579 2.240 0.00
H -2.922 -3.410 4.164 0.00
H -2.110 -2.040 3.482 0.00
H -1.233 -3.478 3.668 0.00
H -3.618 -1.204 -1.189 0.00
H -4.391 -0.169 0.060 0.00
H -4.967 -1.817 -0.336 0.00
O 1.653 1.293 -0.844 0.00
C 2.794 1.749 -0.766 0.00
O 3.221 2.925 -1.200 0.00
C 2.289 3.856 -1.830 0.00
C 1.378 4.693 -0.996 0.00
C 3.938 0.925 -0.245 0.00
H 1.841 3.441 -2.734 0.00
H 2.879 4.605 -2.357 0.00
H 0.956 4.140 -0.157 0.00
H 0.660 5.287 -1.562 0.00
H 2.066 5.329 -0.438 0.00
H 3.541 -0.054 0.023 0.00
H 4.533 1.314 0.581 0.00
H 4.552 0.746 -1.128 0.00
```

***

(4)
Computed, not measured: a structure of composition C15H32CuNO9, with ωB97M-V with the def2-TZVPD basis set.

Calculated values
HOMO energy (spin up / spin down)	-12.4204 / -12.3382	eV
calculated total energy	-2962.74680	a.u.
spin multiplicity	2
energy above the lowest of the compared OMol25 structures with the same formula, charge and spin	0.000	eV
<S²>	0.76
lowest unoccupied orbital energy (spin up / spin down)	-3.090 / -5.178	eV
charge	+1

```
58
Properties=species:S:1:pos:R:3:mulliken_spin:R:1
Cu 19.081 41.001 -2.012 0.04
C 16.335 42.884 -3.824 -0.01
C 17.230 42.075 -4.718 -0.03
O 18.130 41.183 -4.144 0.83
H 15.884 42.237 -3.072 0.00
H 15.605 43.421 -4.431 0.00
H 16.997 43.501 -3.216 0.00
H 17.705 42.722 -5.455 0.08
H 16.537 41.556 -5.380 0.09
C 22.200 37.792 -3.529 0.00
N 22.246 39.187 -2.995 0.00
O 21.282 39.687 -2.420 0.00
O 23.369 39.775 -3.144 0.00
H 22.760 37.142 -2.856 0.00
H 22.609 38.044 -4.507 0.00
H 21.155 37.491 -3.610 0.00
O 18.401 41.541 0.207 0.00
C 18.290 42.176 1.275 0.00
O 17.624 41.760 2.355 0.00
C 17.231 40.396 2.550 0.00
C 16.581 40.237 3.967 0.00
C 18.803 43.615 1.344 0.00
H 18.166 39.838 2.609 0.00
H 16.675 40.028 1.688 0.00
H 15.765 40.918 4.208 0.00
H 17.331 40.297 4.755 0.00
H 16.228 39.215 4.112 0.00
H 19.747 43.573 1.887 0.00
H 18.102 44.184 1.955 0.00
H 18.967 44.069 0.366 0.00
O 20.456 42.957 -1.655 0.00
C 21.471 43.693 -1.831 0.00
O 22.177 43.800 -2.989 0.00
C 21.757 43.032 -4.132 0.00
C 22.741 43.215 -5.231 0.00
C 22.124 44.449 -0.675 0.00
H 20.780 43.295 -4.539 0.00
H 21.771 41.998 -3.787 0.00
H 23.058 44.250 -5.357 0.00
H 22.391 42.833 -6.190 0.00
H 23.653 42.654 -5.027 0.00
H 21.363 44.652 0.079 0.00
H 22.429 45.417 -1.072 0.00
H 23.021 43.968 -0.285 0.00
O 18.577 38.862 -0.907 0.00
C 19.042 37.736 -1.259 0.00
O 18.612 36.992 -2.319 0.00
C 17.534 37.435 -3.090 0.00
C 16.191 37.141 -2.478 0.00
C 20.237 37.128 -0.526 0.00
H 17.551 36.878 -4.027 0.00
H 17.658 38.483 -3.364 -0.01
H 16.086 36.068 -2.635 0.00
H 15.406 37.723 -2.962 0.00
H 16.187 37.261 -1.395 0.00
H 19.867 36.427 0.223 0.00
H 20.963 37.833 -0.122 0.00
H 20.808 36.493 -1.204 0.00
```